No. 1
{"formula": "C60H125InN6O10", "method": "the ωB97M-V functional and the def2-TZVPD basis", "orbital_gap_ev": 1.0, "charge": 2, "energy_ev": -98803.4745, "elements": ["In", "C", "C", "O", "H", "H", "H", "H", "H", "C", "C", "C", "O", "C", "O", "O", "H", "H", "H", "H", "H", "H", "C", "C", "C", "C", "C", "C", "N", "O", "C", "C", "C", "H", "H", "H", "H", "H", "H", "H", "H", "H", "H", "H", "H", "H", "H", "H", "H", "H", "H", "H", "C", "C", "C", "C", "C", "C", "N", "O", "C", "C", "C", "H", "H", "H", "H", "H", "H", "H", "H", "H", "H", "H", "H", "H", "H", "H", "H", "H", "H", "H", "C", "C", "C", "C", "C", "C", "N", "O", "C", "C", "C", "H", "H", "H", "H", "H", "H", "H", "H", "H", "H", "H", "H", "H", "H", "H", "H", "H", "H", "H", "C", "C", "C", "C", "C", "C", "N", "O", "C", "C", "C", "H", "H", "H", "H", "H", "H", "H", "H", "H", "H", "H", "H", "H", "H", "H", "H", "H", "H", "H", "C", "C", "C", "C", "C", "C", "N", "O", "C", "C", "C", "H", "H", "H", "H", "H", "H", "H", "H", "H", "H", "H", "H", "H", "H", "H", "H", "H", "H", "H", "C", "C", "C", "C", "C", "C", "N", "O", "C", "C", "C", "H", "H", "H", "H", "H", "H", "H", "H", "H", "H", "H", "H", "H", "H", "H", "H", "H", "H", "H"], "xyz": [[0.48286, -5.40886, -5.60397], [1.58551, 1.64471, -0.61920], [1.21315, 0.17565, -0.20335], [1.23829, -0.77354, -1.25565], [0.89822, 1.98399, -1.39419], [2.60961, 1.83741, -0.93888], [1.39411, 2.28638, 0.24088], [0.22591, 0.31508, 0.23715], [1.90789, -0.14198, 0.57417], [0.85459, 6.13727, -7.98977], [0.28722, 5.24690, -6.88645], [-1.21297, 5.17696, -6.80578], [-1.53059, 3.84389, -6.90736], [-0.40317, 3.06461, -6.95585], [-0.34271, 1.88800, -7.10436], [0.70308, 3.91388, -7.03639], [0.56687, 5.87298, -9.00734], [1.93874, 6.02943, -8.02243], [0.66955, 7.18425, -7.74951], [0.58658, 5.57765, -5.89193], [-1.73880, 5.78224, -7.54419], [-1.50571, 5.60757, -5.84820], [-9.63932, 3.40568, 2.77668], [-8.45496, 3.79416, 3.72337], [-7.51085, 2.54399, 3.80166], [-6.10968, 2.88744, 4.48191], [-5.38403, 3.81881, 3.52360], [-6.19528, 5.15629, 3.33393], [-7.66827, 4.94696, 3.08959], [-8.43461, 5.99253, 2.76483], [-5.93112, 5.97605, 4.64167], [-5.55843, 5.89814, 2.20418], [-8.92541, 4.19903, 5.12787], [-10.37063, 4.21344, 2.80506], [-10.11861, 2.56715, 3.28189], [-9.29442, 3.12840, 1.78056], [-7.93540, 1.83415, 4.51159], [-7.36923, 2.04174, 2.84470], [-5.53035, 1.96554, 4.53261], [-6.16704, 3.27381, 5.49951], [-5.00732, 3.40028, 2.59032], [-4.47055, 4.04959, 4.07166], [-4.86015, 6.05847, 4.82700], [-6.37310, 6.96832, 4.55129], [-6.48314, 5.51974, 5.46335], [-5.89284, 6.93505, 2.23722], [-4.46855, 5.88433, 2.21172], [-5.94956, 5.59476, 1.23305], [-9.89761, 3.72853, 5.27482], [-8.93196, 5.27002, 5.33047], [-8.24511, 3.73724, 5.84343], [-8.59002, 5.85992, 1.82682], [-5.99834, -6.18671, 3.41281], [-5.23499, -7.55111, 3.19891], [-5.27469, -8.42198, 4.47781], [-6.61996, -9.10497, 4.77564], [-7.07136, -9.87346, 3.53205], [-7.04144, -9.08131, 2.14678], [-5.76755, -8.30763, 2.03827], [-5.47987, -7.88233, 0.77935], [-7.07068, -10.14295, 0.98702], [-8.22890, -8.18867, 2.08394], [-3.78826, -7.21538, 2.81886], [-6.09528, -5.71295, 2.43594], [-5.54805, -5.39420, 4.01052], [-7.00499, -6.12468, 3.82621], [-4.55570, -9.24048, 4.44288], [-4.96879, -7.73111, 5.26344], [-7.26496, -8.25395, 4.99432], [-6.58426, -9.69178, 5.69350], [-8.10446, -10.16610, 3.71954], [-6.36517, -10.70082, 3.46235], [-7.71537, -11.00149, 1.17515], [-7.24466, -9.63321, 0.03940], [-6.07112, -10.56434, 0.88020], [-8.40395, -7.66632, 3.02448], [-8.16529, -7.46307, 1.27304], [-9.09389, -8.84437, 1.98413], [-3.42105, -8.11637, 2.32745], [-3.15423, -6.98395, 3.67475], [-3.49445, -6.44188, 2.10929], [-4.69188, -8.37175, 0.53210], [1.02952, 0.04682, 9.92135], [1.77797, 0.06375, 8.51596], [1.42167, 1.44229, 7.94248], [2.28527, 1.77636, 6.75609], [3.72719, 1.55000, 6.96314], [4.16000, 0.12085, 7.53163], [3.26591, -0.21777, 8.65522], [3.63052, -1.43337, 9.24898], [4.22036, -0.91843, 6.37701], [5.47778, 0.32998, 8.21337], [1.15215, -0.92662, 7.53351], [1.15008, -0.87647, 10.48801], [-0.02792, 0.18505, 9.69591], [1.28971, 0.91447, 10.52763], [0.39847, 1.47846, 7.56851], [1.63482, 2.21389, 8.68229], [2.12848, 2.79850, 6.41149], [1.92874, 1.22960, 5.88314], [3.97257, 2.33530, 7.67812], [4.32541, 1.74634, 6.07337], [4.98034, -1.63452, 6.68966], [3.37246, -1.57067, 6.16787], [4.60217, -0.42057, 5.48569], [6.12988, 0.90669, 7.55741], [5.33297, 0.93449, 9.10874], [6.08320, -0.51175, 8.54960], [1.40048, -1.95383, 7.80046], [1.39037, -0.73622, 6.48704], [0.06222, -0.92164, 7.54493], [3.54721, -2.05857, 8.52525], [8.38298, 6.17266, 0.29877], [9.84878, 6.80753, 0.24086], [10.69460, 6.06474, -0.89887], [10.29517, 6.53608, -2.29643], [10.37080, 8.05971, -2.40522], [9.75108, 8.86161, -1.29579], [9.91905, 8.25839, 0.06071], [9.29473, 8.93866, 1.08533], [10.35814, 10.27340, -1.26261], [8.21353, 8.93916, -1.64289], [10.55915, 6.48715, 1.60920], [8.56280, 5.10487, 0.42364], [7.94729, 6.22049, -0.69922], [7.80945, 6.53258, 1.15295], [11.73607, 6.29955, -0.67905], [10.58271, 4.98305, -0.82458], [9.36659, 6.06107, -2.61301], [11.06006, 6.06535, -2.91407], [9.85154, 8.34730, -3.31942], [11.37094, 8.44372, -2.60608], [11.17785, 10.38672, -0.55314], [10.67643, 10.61490, -2.24758], [9.58416, 10.92129, -0.85116], [7.78536, 7.96382, -1.87416], [7.63682, 9.28491, -0.78500], [7.98298, 9.54238, -2.52100], [10.22749, 7.17838, 2.38400], [11.64584, 6.56933, 1.63046], [10.33317, 5.48781, 1.98115], [10.02710, 8.92533, 1.70587], [-6.41129, -1.87489, -4.02772], [-7.37764, -2.07869, -5.20798], [-7.89783, -0.64987, -5.41474], [-8.45260, -0.54244, -6.81960], [-7.41891, -1.03657, -7.82264], [-7.05170, -2.47117, -7.67266], [-6.71415, -2.62127, -6.31549], [-6.20725, -3.92058, -6.11159], [-8.18568, -3.44600, -8.14651], [-5.83657, -2.66457, -8.63948], [-8.62572, -2.90173, -4.75781], [-6.90172, -1.47243, -3.14139], [-5.61762, -1.14776, -4.19942], [-5.92608, -2.82027, -3.78495], [-8.63486, -0.20848, -4.74388], [-7.09939, 0.08693, -5.32690], [-8.73112, 0.47295, -7.10158], [-9.37942, -1.10578, -6.71117], [-6.51717, -0.43312, -7.71871], [-7.87278, -0.97144, -8.81151], [-7.69177, -4.41707, -8.18073], [-9.14055, -3.46706, -7.62128], [-8.28103, -3.42030, -9.23202], [-5.04704, -2.01567, -8.26044], [-5.50439, -3.68943, -8.80510], [-6.16865, -2.48683, -9.66234], [-8.92386, -2.62370, -3.74692], [-8.33897, -3.95254, -4.71694], [-9.58023, -2.78809, -5.27171], [-7.01503, -4.37291, -5.85761], [8.60887, -5.93488, -3.16672], [7.38635, -4.96001, -3.05520], [7.77964, -3.97041, -1.91788], [8.76743, -2.91864, -2.36312], [8.20763, -2.20870, -3.57870], [7.80827, -3.05855, -4.79849], [6.99653, -4.18146, -4.31563], [6.67163, -5.06321, -5.35223], [6.85728, -2.17641, -5.68862], [9.12275, -3.47555, -5.56661], [6.13083, -5.77402, -2.60461], [8.51510, -6.70930, -3.92804], [8.88761, -6.37916, -2.21120], [9.46810, -5.33637, -3.46938], [6.85572, -3.52706, -1.54652], [8.24869, -4.50863, -1.09422], [9.76207, -3.35708, -2.44403], [8.80083, -2.20775, -1.53751], [8.97879, -1.52876, -3.94074], [7.40216, -1.52981, -3.29863], [6.03452, -1.73402, -5.12696], [7.42922, -1.31623, -6.03656], [6.47198, -2.71109, -6.55681], [8.96115, -4.18039, -6.38220], [9.66712, -2.63901, -6.00476], [9.81252, -3.96002, -4.87554], [5.50074, -6.42159, -3.21431], [5.43714, -5.11685, -2.08020], [6.45992, -6.58248, -1.95177], [7.48065, -5.55085, -5.52334]]}

=====

No. 2
{"formula": "C4H11INS", "method": "the ωB97M-V functional and the def2-TZVPD basis", "orbital_gap_ev": 8.8, "smiles": "CS[C@@H](I)[C@@H](C)[NH3+]", "e_above_lowest_kcal_mol": 0.0, "charge": 1, "energy_ev": -24744.9440, "elements": ["C", "S", "C", "I", "C", "C", "N", "H", "H", "H", "H", "H", "H", "H", "H", "H", "H", "H"], "xyz": [[-1.31210, -2.32461, 1.70828], [-1.33129, -1.51081, 0.02407], [0.29504, -0.68307, 0.24710], [2.02660, -2.18465, 0.28252], [0.66849, 0.48765, -0.59239], [1.89621, 1.26457, -0.19643], [0.97459, -0.02619, -2.02481], [-1.46395, -3.36121, 1.61623], [-2.20506, -1.75805, 2.26390], [-0.28042, -2.13508, 1.98119], [0.22496, -0.42873, 1.28718], [-0.21797, 1.09511, -0.61867], [2.80426, 0.86139, -0.66702], [2.05995, 1.36980, 0.84231], [1.82423, 2.28575, -0.53077], [1.41462, 0.68612, -2.65861], [0.12788, -0.34715, -2.67424], [1.60297, -0.82500, -1.99482]]}

=====

No. 3
{"formula": "C54H42O32", "method": "the ωB97M-V functional and the def2-TZVPD basis", "orbital_gap_ev": 7.8, "smiles": "CC(=O)OCCCCC1=CC(=O)C=CC1=O.O=C1C=C(O)C(=O)C=C1O.O=C1C=C(O)C(=O)C=C1O.O=C1C=C(O)C(=O)C=C1O.O=C1C=C(O)C(=O)C=C1O.O=C1C=C(O)C(=O)C=C1O.O=C1C=C(O)C(=O)C=C1O.O=C1C=C(O)C(=O)C=C1O", "energy_ev": -122194.6858, "elements": ["C", "C", "O", "O", "C", "C", "C", "C", "C", "C", "C", "O", "C", "C", "C", "O", "H", "H", "H", "H", "H", "H", "H", "H", "H", "H", "H", "H", "H", "H", "O", "C", "C", "C", "O", "C", "O", "C", "C", "O", "H", "H", "H", "H", "O", "C", "C", "C", "O", "C", "O", "C", "C", "O", "H", "H", "H", "H", "O", "C", "C", "C", "O", "C", "O", "C", "C", "O", "H", "H", "H", "H", "O", "C", "C", "C", "O", "C", "O", "C", "C", "O", "H", "H", "H", "H", "O", "C", "C", "C", "O", "C", "O", "C", "C", "O", "H", "H", "H", "H", "O", "C", "C", "C", "O", "C", "O", "C", "C", "O", "H", "H", "H", "H", "O", "C", "C", "C", "O", "C", "O", "C", "C", "O", "H", "H", "H", "H"], "xyz": [[10.36314, -3.91313, -2.16839], [10.03275, -3.27895, -3.50022], [10.00649, -3.91469, -4.52335], [9.83856, -1.92894, -3.54487], [8.95568, -1.33580, -2.58619], [7.53973, -1.85834, -2.73926], [6.50743, -0.97728, -2.01329], [5.21700, -0.72083, -2.81260], [4.25744, -1.86880, -2.72034], [4.44558, -3.08750, -3.21580], [3.42533, -4.14834, -2.97923], [3.73854, -5.30150, -2.80626], [2.01115, -3.67469, -2.90326], [1.80422, -2.46389, -2.41081], [2.96859, -1.64168, -1.98264], [2.87835, -0.83028, -1.08998], [9.81695, -3.46796, -1.34052], [11.43250, -3.81844, -1.98337], [10.10361, -4.96501, -2.23945], [8.97130, -0.26829, -2.79345], [9.31556, -1.50476, -1.56865], [7.30006, -1.89267, -3.80657], [7.45207, -2.89252, -2.39372], [6.19489, -1.48097, -1.09475], [6.93572, -0.02040, -1.71715], [4.74699, 0.15288, -2.36190], [5.45908, -0.50231, -3.85439], [5.32184, -3.37351, -3.78473], [1.21897, -4.32187, -3.25482], [0.80980, -2.04805, -2.31569], [6.15705, 1.62513, -0.54601], [5.63691, 2.71501, -0.37845], [6.00235, 3.91293, -1.09746], [5.36878, 5.05993, -0.81125], [5.62584, 6.21038, -1.40807], [4.28510, 5.13847, 0.24262], [3.78970, 6.24380, 0.42880], [3.89989, 3.94295, 0.94211], [4.53071, 2.79087, 0.65529], [4.24756, 1.64315, 1.23532], [6.78035, 3.84686, -1.84464], [5.02523, 6.86898, -1.00527], [3.10638, 4.00515, 1.67407], [4.83603, 0.97143, 0.83795], [-1.65864, -4.21457, -3.99762], [-2.20380, -5.22619, -3.58797], [-2.77040, -5.36474, -2.26454], [-3.33525, -6.53029, -1.91966], [-3.88817, -6.77243, -0.74120], [-3.39508, -7.70699, -2.86924], [-3.92287, -8.72053, -2.44395], [-2.84537, -7.55958, -4.19463], [-2.28721, -6.39378, -4.54239], [-1.76650, -6.15373, -5.73792], [-2.71749, -4.51383, -1.59978], [-4.20973, -7.69662, -0.78564], [-2.91371, -8.39829, -4.87068], [-1.43546, -5.23510, -5.70895], [0.58769, 3.86198, 1.75506], [0.01450, 4.93386, 1.87573], [0.33676, 6.12558, 1.13602], [-0.35289, 7.25070, 1.38007], [-0.13224, 8.38950, 0.75114], [-1.45580, 7.31448, 2.41283], [-1.99667, 8.39310, 2.57456], [-1.79914, 6.10738, 3.13660], [-1.11167, 4.98317, 2.88620], [-1.34117, 3.82485, 3.48839], [1.13562, 6.08199, 0.40961], [-0.76136, 9.03514, 1.12841], [-2.59993, 6.16488, 3.86257], [-0.68661, 3.20128, 3.11123], [-4.11004, 4.83637, 6.31371], [-4.38116, 3.71564, 6.70915], [-5.05808, 3.42431, 7.95161], [-5.28455, 2.14389, 8.28103], [-5.89510, 1.76645, 9.39150], [-4.85342, 0.99060, 7.39800], [-5.09867, -0.12946, 7.81024], [-4.19589, 1.28306, 6.14653], [-3.97093, 2.56401, 5.81366], [-3.37813, 2.94934, 4.70036], [-5.36072, 4.25151, 8.57774], [-5.91567, 0.78832, 9.36630], [-3.90578, 0.45581, 5.51464], [-3.34417, 3.92458, 4.73474], [-6.26067, -0.55329, 2.80588], [-6.06184, -1.48265, 2.04432], [-4.91286, -2.35855, 2.09788], [-4.80321, -3.34151, 1.19201], [-3.80457, -4.20879, 1.15988], [-5.83629, -3.55799, 0.10651], [-5.60436, -4.46215, -0.67494], [-6.99938, -2.70111, 0.06892], [-7.11205, -1.72242, 0.97920], [-8.13100, -0.88134, 1.03357], [-4.17956, -2.19446, 2.87455], [-3.99708, -4.82816, 0.42386], [-7.74059, -2.87445, -0.69825], [-7.94570, -0.28188, 1.78425], [2.48587, 8.20255, 2.28390], [2.91835, 8.67223, 3.31718], [2.21724, 9.64023, 4.13723], [2.80626, 10.10584, 5.24731], [2.25326, 10.99072, 6.06174], [4.18479, 9.65484, 5.67525], [4.63243, 10.15519, 6.69210], [4.87371, 8.67043, 4.87239], [4.28635, 8.19721, 3.76155], [4.85068, 7.28562, 2.98819], [1.23398, 9.96055, 3.82134], [2.90541, 11.14370, 6.77448], [5.84965, 8.34033, 5.19916], [4.25797, 7.06545, 2.23857], [-5.26609, -7.19199, -5.80860], [-6.47503, -7.34975, -5.77650], [-7.16893, -8.12459, -4.77434], [-8.50369, -8.23654, -4.85088], [-9.23573, -8.91899, -3.98766], [-9.30731, -7.58036, -5.95418], [-10.51073, -7.76238, -5.93523], [-8.61138, -6.78819, -6.94474], [-7.27793, -6.67430, -6.86601], [-6.54598, -5.97475, -7.71811], [-6.58553, -8.59139, -3.99201], [-10.16216, -8.83074, -4.28924], [-9.19380, -6.31142, -7.72017], [-5.61876, -6.07299, -7.42307]]}